Computed, not measured: a cluster of 10 separate species, C35H86N5O14P2 in total at a distorted geometry, with ωB97M-V with the def2-TZVPD basis set.

Calculated values
- net charge = -1
- HOMO energy (eV) = -5.3
- energy (hartree) = -3395.26916

Positions of all 142 atoms, in Å:
C  -0.66262  -0.55446  0.16241
C  -1.36990  0.82043  -0.13199
O  -2.32004  1.29908  0.72388
H  -1.31748  -1.39617  0.38771
H  -0.16040  -0.28714  1.09214
H  0.09244  -0.86950  -0.55784
H  -1.70436  0.70204  -1.16263
H  -0.56645  1.55605  -0.16969
C  -1.50576  2.84921  -3.55193
C  -0.23298  2.35532  -4.24548
C  0.95775  1.89467  -3.34790
C  1.57545  3.08488  -2.62913
C  2.54131  3.85785  -3.55323
C  3.08605  5.19008  -2.91497
H  -2.43097  2.34323  -3.82775
H  -1.55028  3.92971  -3.68840
H  -1.46354  2.66269  -2.47884
H  -0.51616  1.52223  -4.88880
H  -0.03940  3.18318  -4.92759
H  1.73733  1.55962  -4.03207
H  0.66859  1.00945  -2.78145
H  0.86519  3.83015  -2.27111
H  2.17775  2.65890  -1.82671
H  3.28873  3.17478  -3.95683
H  1.93036  4.06926  -4.43081
H  3.75284  4.97165  -2.08084
H  3.67976  5.74296  -3.64295
H  2.25054  5.81399  -2.59751
C  2.40568  -1.54296  -3.16505
C  3.43767  -1.46145  -1.99166
C  3.69630  0.00033  -1.67315
C  4.77961  0.11263  -0.60220
C  5.19124  1.52103  -0.15236
C  4.10646  2.22108  0.70520
H  2.83684  -1.10138  -4.06350
H  1.46147  -1.03629  -2.96542
H  2.07102  -2.57429  -3.27665
H  2.98940  -1.80609  -1.05979
H  4.25259  -2.13682  -2.25217
H  2.78009  0.50377  -1.36458
H  4.05258  0.50146  -2.57317
H  4.59362  -0.47630  0.29594
H  5.64311  -0.38397  -1.04475
H  6.06554  1.38038  0.48320
H  5.36245  2.10170  -1.05878
H  4.05944  1.92872  1.75421
H  4.20871  3.30611  0.72400
H  3.12374  2.01126  0.28291
C  3.47463  2.55054  6.04008
C  2.58976  3.17727  4.99180
O  2.35572  4.36118  5.04523
N  2.18173  2.38735  3.99164
C  1.37821  2.75428  2.81610
H  3.20441  2.84192  7.05505
H  4.45040  3.01448  5.89612
H  3.52395  1.46280  5.98990
H  2.28987  1.39665  4.15569
H  0.44384  3.23658  3.10326
H  1.13881  1.87860  2.21279
H  1.91294  3.42466  2.14325
C  -3.24622  4.02354  2.97159
C  -2.48789  4.94697  2.05016
O  -2.70885  6.18592  2.06045
N  -1.56552  4.35982  1.25590
C  -0.71871  5.12116  0.27731
H  -3.04071  2.95354  2.94051
H  -4.28056  3.98264  2.63017
H  -3.08237  4.25469  4.02412
H  -1.50829  3.35316  1.19718
H  -1.26301  5.34628  -0.63984
H  0.17255  4.49509  0.23507
H  -0.45198  6.11227  0.64428
C  -3.66725  -1.64542  2.05709
C  -4.91417  -0.81993  2.26208
O  -5.87601  -1.32206  2.77344
N  -4.86020  0.45705  1.82177
C  -5.97130  1.40157  1.94952
H  -2.72236  -1.12560  2.21548
H  -3.59201  -1.98394  1.02372
H  -3.60398  -2.50295  2.72697
H  -3.97689  0.84517  1.52303
H  -6.83523  1.16517  1.32834
H  -5.58259  2.32278  1.51551
H  -6.28584  1.69732  2.95037
C  -5.13401  0.62143  -1.66256
C  -5.16736  2.09402  -1.99513
O  -6.08650  2.61854  -2.58108
N  -4.17497  2.81078  -1.48270
C  -3.92281  4.20481  -1.58113
H  -6.15338  0.23920  -1.60880
H  -4.57480  0.48450  -0.73702
H  -4.67772  0.10883  -2.50940
H  -3.52312  2.31041  -0.89550
H  -4.27471  4.50186  -2.56907
H  -2.83790  4.30947  -1.56977
H  -4.45977  4.80173  -0.84394
C  1.87588  -1.34027  2.96826
C  2.42138  -1.53422  4.40255
O  2.48753  -0.60393  5.13541
N  2.55855  -2.81646  4.79345
C  2.99747  -3.17518  6.18386
H  2.33111  -0.45954  2.51529
H  0.80738  -1.12554  2.98562
H  1.99620  -2.17284  2.27511
H  2.36237  -3.56441  4.14371
H  3.65762  -2.40120  6.57536
H  3.53022  -4.12483  6.13452
H  2.15427  -3.28793  6.86531
C  -2.69152  -0.90600  -4.88521
O  -2.91456  -2.34091  -4.76247
P  -1.73487  -3.44752  -4.44016
O  -0.73808  -3.70244  -5.50771
O  -2.67026  -4.77247  -4.14494
C  -2.00217  -6.00803  -3.94795
O  -1.29511  -3.07152  -2.94824
C  -2.19207  -2.89787  -1.90440
H  -2.91033  -0.51053  -5.87710
H  -1.67901  -0.59917  -4.62299
H  -3.33802  -0.33168  -4.22167
H  -1.71423  -6.35660  -4.93977
H  -2.62181  -6.81365  -3.55409
H  -1.04206  -5.87130  -3.45038
H  -2.25378  -1.81379  -1.80916
H  -1.71597  -3.28266  -1.00253
H  -3.19547  -3.30817  -2.01811
C  0.23284  -7.74921  2.42693
O  0.58213  -6.74842  1.45273
P  1.58100  -5.51099  1.84523
O  1.26533  -4.66065  3.05299
O  3.04701  -6.18988  2.01415
C  3.57811  -7.00675  1.02845
O  1.73678  -4.69285  0.47301
C  0.72109  -3.84006  -0.02424
H  -0.85492  -7.76840  2.49410
H  0.54135  -7.44888  3.42829
H  0.65503  -8.72758  2.19747
H  2.98622  -7.54461  0.28784
H  4.27338  -7.75710  1.40483
H  4.12747  -6.24868  0.47021
H  0.51890  -3.99030  -1.08473
H  0.92300  -2.77686  0.10593
H  -0.15452  -3.95727  0.61425

Computed, not measured: the molecule C2H2N2O3 at a distorted geometry, with ωB97M-V with the def2-TZVPD basis set.

Calculated values
- HOMO energy (alpha / beta) (eV) = -10.3 / -10.3
- ΔE to the lowest compared entry with this formula, charge and spin (kcal per mole) = 95.71
- energy (hartree) = -412.49846

Positions of all 9 atoms, in Å:
C  -0.33234  -0.16581  0.98058
C  -0.17376  -1.52378  0.63792
N  0.81909  -0.26294  -0.94018
N  0.21757  0.60468  0.04954
O  0.18885  1.81125  -0.19441
O  -0.56800  -2.57145  1.05830
O  0.56766  -1.53690  -0.54522
H  -0.66443  0.36685  1.81166
H  0.51721  -0.00278  -1.88578

Computed, not measured: the molecule C3H5N3 at a distorted geometry, with ωB97M-V with the def2-TZVPD basis set.

Calculated values
- HOMO energy (eV) = -8.5
- ΔE to the lowest compared entry with this formula, charge and spin (kcal per mole) = 105.64
- energy (hartree) = -281.42170

Positions of all 11 atoms, in Å:
C  0.65578  1.50927  -0.09170
N  -0.07368  0.25296  -0.26860
C  0.34054  -0.97616  -0.77540
C  -0.24684  -1.94886  -0.08924
N  -0.93042  -1.42704  1.18899
N  -0.94105  -0.27149  1.36365
H  -0.02292  2.23324  0.38284
H  1.52719  1.36798  0.55099
H  0.96242  1.87530  -1.06978
H  -0.86252  0.39070  -0.90056
H  -0.40850  -3.00590  -0.29119

Computed, not measured: a cluster of 14 separate species, C44H127N11O14 in total at a distorted geometry, with ωB97M-V with the def2-TZVPD basis set.

Calculated values
- HOMO energy (eV) = -8.5
- ΔE to the lowest compared entry with this formula, charge and spin (kcal per mole) = 45.76
- energy (hartree) = -3408.00159

Positions of all 196 atoms, in Å:
O  6.29636  -22.40213  6.37882
H  6.91767  -22.15341  5.66545
H  6.59041  -21.89378  7.14411
O  4.76124  -21.31466  -0.44470
H  3.91698  -21.80251  -0.62480
H  5.11942  -21.69856  0.38091
O  7.56186  -19.84429  7.52270
H  8.46364  -19.79903  7.18920
H  7.11621  -19.06345  7.13710
C  -0.73831  -25.08425  3.34112
C  0.31383  -26.06775  2.87852
C  1.27645  -25.58650  1.82715
O  1.94225  -26.70286  1.25636
C  2.93226  -26.38886  0.32269
N  1.02183  -26.61554  4.05698
H  -1.18035  -25.37754  4.29138
H  -1.49922  -24.93171  2.57082
H  -0.35274  -24.07490  3.52312
H  -0.12510  -26.96442  2.41528
H  1.96331  -24.83155  2.22512
H  0.66510  -25.16858  1.01669
H  3.20922  -27.30279  -0.20620
H  3.88148  -26.06156  0.75842
H  2.60142  -25.60996  -0.37011
H  1.84409  -27.12137  3.74282
H  0.40865  -27.29759  4.48648
C  12.18640  -21.02385  6.87674
C  12.87996  -20.63067  5.59378
C  12.19399  -21.16003  4.34300
O  11.99389  -22.56098  4.38616
C  13.14475  -23.33776  4.09660
N  12.82384  -19.13479  5.52429
H  12.75458  -20.56643  7.69155
H  12.21798  -22.09417  7.09671
H  11.13687  -20.74128  6.95742
H  13.93859  -20.87687  5.72959
H  12.68222  -20.87350  3.40620
H  11.16823  -20.78462  4.37141
H  13.88871  -23.18860  4.88852
H  13.73862  -22.96266  3.25299
H  12.85680  -24.37090  3.95423
H  13.54908  -18.80452  6.14756
H  13.01279  -18.83409  4.57458
C  8.64891  -16.82725  2.56173
C  10.00082  -16.09760  2.64301
C  9.96340  -14.95500  3.63713
O  11.24486  -14.31151  3.57341
C  11.68131  -13.83233  4.82926
N  11.03557  -17.13636  2.90716
H  8.27918  -17.33946  3.45120
H  8.53585  -17.46213  1.68194
H  7.87346  -16.08825  2.31158
H  10.29997  -15.83430  1.62521
H  9.72094  -15.43958  4.58776
H  9.21757  -14.19421  3.40932
H  11.58550  -14.61930  5.58087
H  11.31985  -12.83669  5.09863
H  12.76306  -13.68518  4.72894
H  10.87796  -17.46184  3.86516
H  11.89058  -16.58123  2.99648
C  2.56117  -20.03541  2.71750
C  1.51539  -20.74592  3.59864
C  0.25374  -21.04055  2.80399
O  -0.71321  -21.68634  3.63768
C  -1.98744  -21.78102  3.03522
N  2.07203  -21.89976  4.30780
H  3.57530  -20.43239  2.82305
H  2.59963  -18.95562  2.84790
H  2.43482  -20.21053  1.64186
H  1.25200  -20.00278  4.35489
H  0.39670  -21.62516  1.88569
H  -0.24878  -20.13169  2.44400
H  -2.29157  -20.76199  2.76793
H  -2.76259  -21.96497  3.78374
H  -2.05713  -22.54130  2.26222
H  1.30483  -22.46597  4.66125
H  2.50323  -22.48289  3.59114
C  5.24993  -28.47017  -4.97271
C  5.69935  -27.05942  -5.42266
C  6.48587  -26.27302  -4.37367
O  5.73913  -26.32862  -3.17684
C  6.52754  -26.80719  -2.07603
N  6.44322  -27.24431  -6.70101
H  5.35750  -29.17100  -5.79880
H  4.26215  -28.47781  -4.51992
H  5.98063  -28.83545  -4.24464
H  4.77643  -26.54043  -5.70885
H  6.69032  -25.25526  -4.72255
H  7.47762  -26.72392  -4.26137
H  6.94846  -27.76158  -2.39793
H  5.89200  -27.07735  -1.23256
H  7.23547  -26.03748  -1.77495
H  6.62986  -26.32336  -7.09426
H  5.76876  -27.64767  -7.34302
C  6.70940  -21.09443  -4.48033
C  7.58630  -20.63247  -3.31423
C  7.28320  -19.20995  -2.83511
O  7.93564  -18.31770  -3.74812
C  7.78428  -16.98096  -3.31802
N  7.18475  -21.51803  -2.19065
H  6.70182  -22.18252  -4.55385
H  7.17062  -20.78012  -5.42399
H  5.67068  -20.76273  -4.50591
H  8.61566  -20.84798  -3.58858
H  7.70413  -19.03267  -1.84123
H  6.20091  -19.04796  -2.80948
H  8.26144  -16.79281  -2.34735
H  6.71370  -16.79501  -3.16973
H  8.21215  -16.27986  -4.03080
H  6.30174  -21.22932  -1.76604
H  7.86621  -21.53541  -1.43982
C  2.08542  -20.30561  -2.54261
C  1.48046  -21.08176  -1.33797
C  -0.00098  -21.34988  -1.63039
O  -0.46863  -22.22527  -0.62844
C  -1.85133  -22.46440  -0.64928
N  2.20953  -22.34692  -1.18148
H  1.97725  -20.99211  -3.38537
H  3.16659  -20.29174  -2.38841
H  1.65637  -19.31064  -2.58441
H  1.69838  -20.52147  -0.42882
H  -0.11003  -21.80812  -2.61976
H  -0.54805  -20.39875  -1.64302
H  -2.35025  -21.53614  -0.33838
H  -2.07617  -23.25555  0.06197
H  -2.29588  -22.70296  -1.62133
H  1.65281  -23.03535  -0.67634
H  2.32787  -22.86752  -2.07084
C  0.76222  -26.94075  -4.39007
C  1.25084  -25.73523  -3.56350
C  2.58119  -25.15581  -4.04680
O  2.92411  -24.03280  -3.22549
C  4.26251  -23.53041  -3.44526
N  0.20136  -24.71541  -3.78167
H  0.88762  -26.74986  -5.45947
H  -0.25362  -27.19360  -4.09615
H  1.34372  -27.85346  -4.22401
H  1.25311  -26.13870  -2.55402
H  2.57843  -24.78306  -5.07595
H  3.34676  -25.93828  -4.00446
H  4.10525  -22.46406  -3.62565
H  4.63165  -23.85369  -4.41938
H  4.87094  -23.71765  -2.56892
H  -0.04204  -24.76942  -4.76472
H  0.59551  -23.79290  -3.62725
C  6.60108  -27.78623  5.64931
C  5.65197  -26.61962  5.47054
C  4.67019  -26.76973  4.30600
O  5.20100  -26.87802  2.98394
C  5.55365  -28.14563  2.49775
N  4.86679  -26.37387  6.69200
H  6.09118  -28.72139  5.90291
H  7.30111  -27.57373  6.46155
H  7.24087  -28.04789  4.80162
H  6.25867  -25.71779  5.36040
H  3.93716  -25.96389  4.29112
H  4.06807  -27.69042  4.34721
H  5.97540  -28.09440  1.49421
H  4.61285  -28.69392  2.33950
H  6.21431  -28.71073  3.15609
H  4.20584  -27.14450  6.83060
H  5.45080  -26.60038  7.49828
C  7.70256  -20.73916  2.01027
C  7.15374  -21.58588  3.13735
C  6.75597  -22.97757  2.66941
O  5.85561  -22.82715  1.57157
C  5.02630  -23.95466  1.44055
N  8.11268  -21.66825  4.27056
H  8.74645  -21.01425  1.84028
H  7.58787  -19.69124  2.29630
H  7.20406  -20.84055  1.04539
H  6.20167  -21.18702  3.49664
H  6.25406  -23.50010  3.49407
H  7.51763  -23.71792  2.39566
H  5.60446  -24.88398  1.37730
H  4.36972  -24.00334  0.57339
H  4.41199  -24.05140  2.34337
H  8.96906  -22.09343  3.92023
H  8.32660  -20.67374  4.34822
C  7.22366  -15.94428  8.07683
C  7.32924  -15.90972  6.52267
C  6.12687  -16.55932  5.91731
O  6.15073  -17.96704  6.16024
C  5.29758  -18.68302  5.29217
N  7.58714  -14.59879  5.97462
H  7.93182  -15.33174  8.63112
H  7.21809  -17.00383  8.33127
H  6.26595  -15.47796  8.33440
H  8.22759  -16.47817  6.25277
H  6.05588  -16.49166  4.82557
H  5.23922  -16.00841  6.26036
H  4.26658  -18.31481  5.27570
H  5.16411  -19.67942  5.72150
H  5.73790  -18.73621  4.29197
H  8.50631  -14.23945  6.16835
H  6.88270  -13.89251  6.13182

Among the records above, which one has the highest energy?
C3H5N3

Look up the energy of the fourth one.
-3408.00159 hartree